A structure of composition C64H69BBr2N9O2PS3Ti at a distorted geometry. Source: the Open Molecules 2025 dataset; level of theory: ωB97M-V with the def2-TZVPD basis set.

```
! RIJCOSX wB97M-V def2-TZVPD def2/J DEFGRID3
* xyz 3 2
Ti 0.78494 1.00032 0.17695
C 2.21780 1.65679 -4.93833
C 1.18456 0.69885 -4.47997
C 0.48332 -0.11288 -5.33597
C -0.48241 -1.00821 -4.82296
N -0.73412 -1.02888 -3.53913
N -0.04932 -0.27555 -2.69097
B -0.53242 -0.53463 -1.23098
N -2.06742 -0.17932 -1.33063
N -2.96924 -1.08774 -1.66944
C -4.19088 -0.71969 -1.98371
C -4.55572 0.64657 -2.00863
C -3.66096 1.59584 -1.60231
C -3.99016 3.03879 -1.50709
C -2.37424 1.12238 -1.24675
S -1.19484 2.20827 -0.66117
C -5.28719 -1.72056 -2.26049
C -4.75541 -3.14466 -2.32768
C -6.29083 -1.59768 -1.09843
C -6.01212 -1.37753 -3.57007
N -0.34581 -1.96729 -0.80816
N -1.31129 -2.43788 -0.00559
C -1.39404 -3.70468 0.28681
C -0.42513 -4.62189 -0.19697
C 0.60947 -4.17620 -0.96602
C 1.67247 -5.08542 -1.46973
C 0.65513 -2.77840 -1.28407
S 1.92921 -2.16514 -2.17955
C -2.59507 -4.22274 1.03834
C -3.24202 -5.29295 0.13279
C -3.55852 -3.07983 1.34699
C -2.21624 -4.89839 2.35927
C 0.90560 0.58032 -3.09010
S 1.83926 1.45491 -1.95664
C -1.21606 -1.97312 -5.72026
C -2.24993 -2.75410 -4.91392
C -0.17652 -2.93931 -6.30913
C -1.93623 -1.20821 -6.83842
H 2.26798 1.67434 -6.02113
H 1.99441 2.65728 -4.57082
H 3.19294 1.37393 -4.54183
H 0.67394 -0.07085 -6.39537
H -5.54392 0.93562 -2.32402
H -5.03560 3.21099 -1.74548
H -3.77961 3.40225 -0.50174
H -3.37281 3.61462 -2.19439
H -4.14688 -3.34974 -1.45796
H -5.58368 -3.84526 -2.35770
H -4.15191 -3.29178 -3.21475
H -5.84347 -1.90065 -0.15564
H -6.66146 -0.58133 -0.99135
H -7.14013 -2.24307 -1.29907
H -5.31664 -1.26429 -4.39744
H -6.69419 -2.18665 -3.81208
H -6.60555 -0.47213 -3.48830
H -0.51392 -5.66734 0.04306
H 1.38199 -6.12383 -1.33989
H 1.87446 -4.89905 -2.52334
H 2.60368 -4.91468 -0.92767
H -3.12996 -5.06753 -0.92453
H -2.79940 -6.26757 0.31614
H -4.30112 -5.36785 0.35532
H -3.78068 -2.51165 0.45120
H -4.47846 -3.47918 1.75970
H -3.11636 -2.40891 2.07810
H -1.45934 -5.66547 2.22761
H -1.85926 -4.17251 3.08072
H -3.10472 -5.37076 2.76590
H -1.77498 -3.30786 -4.10889
H -2.96921 -2.06308 -4.48417
H -2.77331 -3.45437 -5.55858
H 0.35895 -3.45592 -5.51555
H -0.68053 -3.68406 -6.91770
H 0.54605 -2.42508 -6.93593
H -2.64185 -0.49248 -6.42235
H -1.24923 -0.67743 -7.48893
H -2.49254 -1.91188 -7.45008
C 3.16595 -1.74728 0.67793
O 2.83252 -0.44637 0.17801
C 4.00157 0.30423 0.02220
C 5.15808 -0.19709 -0.54794
C 6.31538 0.57294 -0.52332
Br 7.90236 -0.11968 -1.30979
C 6.33128 1.81914 0.07661
C 5.15387 2.35309 0.59714
C 3.97557 1.58999 0.55950
O 2.79149 2.04958 1.04735
C 5.09824 3.66812 1.18831
N 3.98306 4.18872 1.68174
C 4.31752 5.45144 2.11772
C 3.57220 6.46725 2.71843
C 4.22258 7.64657 3.01090
C 5.58570 7.83977 2.74735
C 6.35022 6.84394 2.17934
C 5.69685 5.66372 1.86465
N 6.15158 4.51186 1.28368
H 3.87721 -1.65497 1.50240
H 3.59611 -2.37445 -0.10645
H 2.24045 -2.19159 1.03300
H 5.18527 -1.16417 -1.01941
H 7.26774 2.34974 0.13034
H 3.04136 3.00981 1.42928
H 2.52806 6.32965 2.95587
H 3.67505 8.45351 3.47220
H 6.04759 8.77916 3.00460
H 7.40574 6.95958 1.99582
H 7.09428 4.35005 0.96875
Br -0.16661 7.99192 0.86926
C 0.16754 6.13462 0.82455
C 1.00098 5.58734 -0.14769
C 1.21191 4.22519 -0.14694
N 0.64131 3.38638 0.72615
C -0.16206 3.92204 1.65145
C -0.41272 5.27456 1.75510
H 1.46464 6.21437 -0.89093
H 1.86803 3.78085 -0.88583
H -0.64762 3.23367 2.33333
H -1.05524 5.65778 2.52998
C -0.00725 -4.04365 4.98517
C -0.55628 -2.83514 5.38247
C -0.44903 -1.72079 4.56974
C 0.18045 -1.80485 3.32798
C 0.64616 -3.04392 2.89745
C 0.57416 -4.14816 3.73254
P 0.50923 -0.20369 2.46567
C -1.05382 0.68264 2.86409
C -2.09669 0.37982 1.98162
C -3.35054 0.93339 2.16674
C -3.57239 1.80644 3.22229
C -2.54970 2.09177 4.11522
C -1.29034 1.53229 3.94435
C 1.83967 0.46123 3.54303
C 2.80721 -0.42100 4.02711
C 3.86990 0.05038 4.77952
C 3.98472 1.40444 5.05300
C 3.02990 2.28817 4.57230
C 1.97472 1.82677 3.80229
H -0.04642 -4.89982 5.63961
H -1.05722 -2.75473 6.33381
H -0.86392 -0.78388 4.90800
H 1.05176 -3.17758 1.90568
H 0.96514 -5.09454 3.39055
H -1.92283 -0.35652 1.19789
H -4.16016 0.68258 1.49809
H -4.54950 2.24158 3.36523
H -2.72648 2.74749 4.95557
H -0.50835 1.74090 4.66341
H 2.71757 -1.48102 3.83000
H 4.61089 -0.63951 5.15537
H 4.80517 1.76367 5.65629
H 3.10481 3.34223 4.79282
H 1.25308 2.53310 3.41150
*
```

## Properties
<S²> ... 0.8823
HOMO-LUMO gap (spin up / spin down) ... 5.8 / 4.1 eV
Relative energy (zero: lowest compared OMol25 entry of this formula, charge and spin) ... 98.8 kJ/mol
E_LUMO (spin up / spin down) ... -8.4 / -10.1 eV
E ... -10681.04073 Eh